Record 1
Entry from the OMol25 dataset: a cluster of 2 separate species, C6H7NO5S in total at a distorted geometry (wB97M-V/def2-TZVPD).

Cartesian coordinates (Å):
C 0.84638 -1.68766 0.85367
C -0.29657 -0.47162 2.81150
C 1.01298 1.71040 -1.59640
C 1.07814 0.38532 -0.86415
C 0.14438 0.58689 0.37278
C 0.06114 -0.61656 1.25202
N 1.72404 -2.41681 0.63823
O 0.11715 0.60327 3.26496
O -2.61675 0.14702 -0.76365
O -0.77721 -1.41933 3.42214
O -1.18492 -1.57218 -1.85360
O -3.09000 -2.27772 -0.44002
S -2.04735 -1.21554 -0.65093
H -0.06652 1.99303 -1.35741
H 1.17082 1.61565 -2.68278
H 1.64290 2.39653 -1.04522
H 2.11081 0.15215 -0.69045
H 0.68816 -0.30151 -1.57449
H 0.44321 1.48954 0.90671
H -0.96077 0.89913 -0.00291

Results
- highest occupied orbital energy (alpha / beta) (eV) = -1.3995 / -1.1647
- energy above the lowest of the compared OMol25 structures with the same formula, charge and spin (kcal/mol) = 39.02
- largest force on an atom (eV/A) = 3.05
- 2S+1 = 1
- gap between HOMO and LUMO (alpha / beta) (eV) = 7.396 / 6.900
- M (g mol⁻¹) = 205.19
- total charge = -2



Record 2
Entry from the OMol25 dataset: a structure of composition H24HeO12 (wB97M-V/def2-TZVPD).

Cartesian coordinates (Å):
He 0.06805 -0.09298 -0.28809
O -2.25000 -3.42934 -0.20219
H -2.00229 -3.04151 -1.04152
H -1.62915 -3.05962 0.42557
O -0.65981 1.91375 -1.92803
H -1.37915 1.90523 -2.55947
H -1.07985 1.75065 -1.08352
O 2.60540 1.47590 -0.97437
H 2.24930 0.78240 -1.52978
H 3.35088 1.81897 -1.46711
O -2.28284 1.56096 0.50972
H -2.87000 2.26594 0.78264
H -2.55758 0.80526 1.02902
O -0.01925 1.69328 1.94507
H 0.04844 2.58009 2.29892
H -0.83725 1.69504 1.44797
O 2.02846 -1.15492 1.68356
H 1.98158 -0.20226 1.60309
H 2.18119 -1.30980 2.61572
O -0.02977 0.25046 4.31504
H -0.04979 0.72250 3.48257
H -0.89552 0.39830 4.69563
O 0.79880 -3.67034 -2.03761
H 0.03253 -3.09699 -2.01945
H 0.43652 -4.55259 -2.11894
O 2.22610 3.76320 0.93365
H 2.04031 2.88131 0.61118
H 1.75588 3.81856 1.76555
O 1.57191 0.43018 -3.46322
H 1.25811 0.41694 -4.36742
H 0.96048 1.00705 -3.00540
O -1.57430 -1.91154 -2.41574
H -1.15208 -1.49412 -3.16655
H -2.31142 -1.33821 -2.20556
O -0.74674 -2.24037 1.85855
H -1.35956 -1.55039 2.11275
H 0.09235 -1.79091 1.75775

Results
- highest occupied orbital energy (eV) = -10.3979
- energy above the lowest of the compared OMol25 structures with the same formula, charge and spin (kcal/mol) = 30.21
- largest force on an atom (eV/A) = 0.92
- 2S+1 = 1
- gap between HOMO and LUMO (eV) = 9.675
- M (g mol⁻¹) = 220.18
- total charge = 0